# 1
{"formula": "C58H50FGeNiOP3S", "method": "wB97M-V/def2-TZVPD", "energy_ha": -7422.37276, "homo_ev": [-13.290, -13.344], "charge": 2, "mol_weight_g_mol": 1038.33, "species": ["Ge", "Ni", "S", "P", "P", "P", "F", "O", "C", "C", "C", "C", "C", "C", "C", "C", "C", "C", "C", "C", "C", "C", "C", "C", "C", "C", "C", "C", "C", "C", "C", "C", "C", "C", "C", "C", "C", "C", "C", "C", "C", "C", "C", "C", "C", "C", "C", "C", "C", "C", "C", "C", "C", "C", "C", "C", "C", "C", "C", "C", "C", "C", "C", "C", "C", "C", "H", "H", "H", "H", "H", "H", "H", "H", "H", "H", "H", "H", "H", "H", "H", "H", "H", "H", "H", "H", "H", "H", "H", "H", "H", "H", "H", "H", "H", "H", "H", "H", "H", "H", "H", "H", "H", "H", "H", "H", "H", "H", "H", "H", "H", "H", "H", "H", "H", "H"], "positions_angstrom": [[-2.90278, -2.96548, -0.17659], [-0.28005, -0.77255, 0.23105], [2.22632, 0.51196, 1.73699], [-1.12198, -0.40699, -1.80879], [-2.04932, 0.25827, 1.45412], [0.66942, -2.99161, 0.17247], [-4.33270, -3.99461, -0.10964], [1.05644, -0.48143, 1.61341], [3.92260, -3.62594, -2.31732], [-3.38823, 2.73116, 0.98574], [-4.42943, 3.48322, 0.45916], [-0.61731, 1.86359, 4.99786], [-1.20524, 1.24577, 2.73887], [0.37659, 1.86723, -1.50492], [3.72759, -0.51185, 1.55124], [3.00454, -4.40269, 3.24464], [-5.39488, -1.34963, -3.10803], [-3.55266, -1.77205, -1.59083], [-0.27917, -4.46174, -0.30283], [0.11818, 3.22803, 3.16972], [0.56788, -0.11725, -4.04199], [3.45542, -1.27452, -2.21244], [0.36977, -5.69712, -0.33297], [1.43515, -2.00217, -5.25922], [-0.40232, 4.13403, -1.63024], [-3.59216, -0.84150, 3.46798], [-5.46828, 2.86740, -0.22354], [4.22421, -2.32247, -2.69501], [1.33186, -0.63084, -5.08148], [-3.38235, 1.34383, 0.84654], [-4.08842, -3.16644, 3.74033], [-1.57258, -6.71916, -1.29071], [-1.95234, 2.31004, -1.92487], [2.46095, 0.70045, 3.52278], [-1.68824, 3.67308, -1.87252], [-3.32683, -0.18670, -3.41647], [0.45941, -3.35179, 2.89100], [-4.45818, 0.72920, 0.20226], [2.60573, -3.96308, 1.98812], [1.32798, -3.44394, 1.80369], [-0.91613, 1.39534, -1.76365], [4.49818, -0.42454, 2.86451], [2.40247, -1.53980, -1.35262], [-0.26906, -6.82241, -0.82784], [-4.62414, -0.44069, -3.82349], [-5.48492, 1.48468, -0.34223], [-4.16139, -1.86295, 4.21050], [3.43675, -0.38187, 3.95817], [-1.63244, -4.37861, -0.65435], [-2.25628, -5.51824, -1.16885], [-1.21976, 0.98348, 4.10668], [-2.99824, -2.39227, 1.70762], [-3.54898, -3.41343, 2.48646], [2.08788, -2.83798, -0.96092], [-0.48937, 2.35491, 2.27925], [0.76058, -2.87020, -4.40756], [-0.00612, -2.36397, -3.37204], [2.13312, -4.31940, 4.32144], [-2.94600, -1.10276, 2.25951], [2.86373, -3.88503, -1.46033], [0.86005, -3.78949, 4.14415], [-2.80623, -0.82041, -2.28594], [-4.85741, -2.02435, -2.02188], [-0.09838, -0.98426, -3.18066], [0.03322, 2.99866, 4.53668], [0.63256, 3.22626, -1.43622], [-4.49763, -3.98462, 4.31817], [0.48137, 3.69325, 5.23557], [3.99413, -4.82117, 3.37749], [-2.71155, 0.50431, -3.98134], [0.83078, -3.94064, -4.55335], [-6.41366, -1.55646, -3.40928], [-3.65746, 0.17672, 3.83170], [3.85995, -0.14717, 4.93461], [-2.49872, 4.37582, -2.01628], [-0.66432, 1.65683, 6.05938], [-0.41147, 2.54796, 1.21242], [0.17642, -3.72665, 4.98160], [1.77496, -0.72704, -1.00175], [-5.02701, 0.05817, -4.69474], [-6.27488, 3.45907, -0.63754], [5.16967, -1.27773, 2.96084], [-0.20451, 5.19760, -1.59616], [3.33816, -1.51693, 1.38885], [3.29338, -4.04326, 1.15234], [5.04837, -2.13085, -3.36969], [-0.53943, -2.95005, 2.75514], [1.37189, -5.79024, 0.06476], [-4.65643, -1.63949, 5.14608], [2.64824, -4.91219, -1.20784], [-0.53460, -3.04634, -2.71343], [-5.46128, -2.76117, -1.51307], [5.11146, 0.47880, 2.89582], [2.92242, -1.34136, 4.03091], [-3.30104, -5.48488, -1.44370], [-2.96998, 1.97231, -2.07673], [-2.60165, 3.24501, 1.51595], [-4.51737, -0.34881, 0.14299], [2.85094, 1.70696, 3.68256], [-2.07842, -7.58352, -1.70117], [1.46136, 0.63708, 3.95097], [2.03319, -2.39846, -6.06981], [2.44181, -4.67084, 5.29776], [-1.69933, 0.09810, 4.49847], [-6.30865, 0.98649, -0.83781], [0.64773, 4.09427, 2.79236], [3.66066, -0.25536, -2.51817], [1.84269, 0.04488, -5.75525], [-4.42695, 4.55779, 0.59133], [0.49138, 0.95447, -3.91441], [0.24742, -7.77322, -0.84607], [4.51152, -4.45050, -2.69807], [1.63963, 3.57586, -1.24825], [1.20408, 1.17350, -1.39026], [4.27654, -0.19105, 0.66812], [-3.60716, -4.42011, 2.09418]], "forces_ev_per_a": [[0.03, 0.08, 0.03], [-0.38, -0.38, 0.16], [0.00, 0.06, -0.09], [-0.01, -0.04, 0.20], [0.22, 0.08, -0.10], [-0.01, 0.50, -0.12], [-0.10, -0.03, 0.02], [-0.01, -0.13, 0.21], [0.03, 0.04, -0.04], [-0.03, -0.02, -0.01], [0.01, -0.01, 0.00], [0.04, 0.03, 0.02], [0.02, -0.04, 0.01], [0.06, 0.04, 0.01], [0.00, 0.03, 0.01], [0.01, 0.03, 0.05], [0.06, 0.07, -0.05], [0.13, -0.07, -0.10], [-0.14, 0.03, 0.00], [0.00, 0.02, -0.04], [-0.02, 0.01, -0.01], [-0.02, 0.07, 0.01], [-0.02, 0.00, 0.00], [-0.01, -0.01, 0.01], [-0.05, -0.02, -0.01], [-0.05, 0.04, 0.05], [0.01, 0.03, 0.01], [-0.02, -0.10, 0.04], [0.00, 0.00, 0.00], [-0.08, 0.03, -0.03], [0.03, 0.09, 0.00], [0.05, 0.00, 0.02], [-0.04, 0.00, 0.03], [-0.15, -0.07, -0.04], [0.03, 0.02, 0.03], [0.03, 0.01, 0.01], [-0.01, -0.04, 0.02], [-0.05, 0.00, 0.03], [0.03, -0.02, -0.09], [-0.03, -0.04, 0.02], [0.03, -0.03, 0.00], [0.01, -0.01, 0.00], [0.05, -0.05, -0.06], [-0.02, 0.03, -0.02], [-0.04, -0.07, 0.08], [0.01, -0.07, 0.02], [0.01, -0.07, -0.06], [0.07, 0.04, 0.04], [0.04, 0.01, 0.04], [0.03, -0.07, -0.02], [0.02, -0.03, 0.03], [0.05, -0.04, -0.02], [-0.04, -0.07, 0.10], [0.04, -0.06, 0.08], [0.02, 0.01, -0.08], [-0.02, 0.01, 0.01], [0.00, 0.03, -0.07], [0.02, 0.02, -0.01], [0.05, 0.02, -0.14], [0.01, 0.00, -0.01], [-0.01, 0.03, -0.05], [0.04, 0.05, 0.01], [-0.04, -0.01, -0.05], [0.03, -0.07, -0.03], [-0.03, -0.02, 0.00], [0.01, -0.02, 0.01], [-0.01, 0.02, 0.00], [0.00, -0.02, -0.01], [-0.01, 0.01, 0.00], [-0.01, 0.00, 0.00], [0.00, 0.02, 0.00], [0.01, 0.00, -0.02], [-0.04, -0.05, -0.03], [-0.02, -0.02, 0.00], [0.01, -0.01, 0.01], [0.01, 0.01, -0.01], [-0.02, 0.00, 0.01], [0.01, 0.00, -0.02], [0.14, 0.04, 0.00], [0.00, 0.00, 0.01], [0.02, -0.01, 0.02], [-0.02, 0.00, 0.01], [0.00, -0.02, 0.00], [-0.01, 0.02, -0.02], [-0.03, 0.02, 0.04], [-0.01, 0.01, 0.00], [0.00, 0.00, 0.02], [0.00, -0.01, -0.01], [0.00, -0.01, 0.00], [-0.01, 0.01, 0.01], [0.00, 0.00, -0.03], [0.01, -0.01, 0.03], [-0.01, -0.01, -0.01], [-0.02, -0.06, -0.01], [0.00, 0.01, 0.00], [0.03, 0.00, -0.02], [0.05, -0.01, 0.01], [0.00, 0.09, 0.03], [0.03, 0.00, -0.05], [0.02, 0.01, 0.01], [0.02, 0.03, 0.02], [-0.01, 0.01, 0.01], [0.00, 0.00, -0.03], [0.07, 0.05, -0.02], [0.01, 0.01, 0.01], [-0.01, -0.01, 0.01], [0.01, -0.03, 0.00], [-0.01, -0.01, 0.01], [0.00, -0.02, -0.01], [0.00, -0.02, -0.03], [-0.01, 0.01, -0.01], [0.00, 0.02, 0.01], [-0.01, 0.00, 0.00], [-0.03, 0.03, -0.01], [-0.01, 0.03, 0.02], [0.01, -0.01, -0.02]]}

# 2
{"formula": "C58H51NP4S2SiV", "method": "wB97M-V/def2-TZVPD", "spin_multiplicity": 4, "s_squared": 3.8014, "energy_ha": -5690.06567, "homo_ev": [-1.343, -1.488], "charge": -2, "mol_weight_g_mol": 1029.11, "species": ["V", "S", "S", "P", "P", "P", "P", "Si", "N", "C", "C", "C", "C", "C", "C", "C", "C", "C", "C", "C", "C", "C", "C", "C", "C", "C", "C", "C", "C", "C", "C", "C", "C", "C", "C", "C", "C", "C", "C", "C", "C", "C", "C", "C", "C", "C", "C", "C", "C", "C", "C", "C", "C", "C", "C", "C", "C", "C", "C", "C", "C", "C", "C", "C", "C", "C", "C", "H", "H", "H", "H", "H", "H", "H", "H", "H", "H", "H", "H", "H", "H", "H", "H", "H", "H", "H", "H", "H", "H", "H", "H", "H", "H", "H", "H", "H", "H", "H", "H", "H", "H", "H", "H", "H", "H", "H", "H", "H", "H", "H", "H", "H", "H", "H", "H", "H", "H", "H"], "positions_angstrom": [[-0.27601, 0.29626, -1.02963], [-2.01342, 0.35613, -2.48621], [1.81345, -2.04405, -3.16218], [-1.67560, -1.83821, -0.31853], [0.93661, 2.10951, -2.85851], [2.84898, -0.78490, -0.02413], [-0.79757, 2.37758, -0.14094], [-0.08430, 0.02593, 1.39684], [1.67963, -0.37775, -1.16925], [4.09877, 0.81673, 1.92350], [-3.57781, -1.77750, 0.24420], [-0.76754, -4.31262, 2.93380], [-4.01455, 3.91023, -2.24743], [4.53343, -0.71838, -0.73658], [-1.79484, 2.35837, 1.33659], [0.65140, 3.39871, 0.28799], [2.78497, 0.19200, 1.54134], [-3.03390, -4.06969, -1.47381], [-5.70793, -0.81926, -0.38612], [-1.22846, -4.36419, -3.55165], [1.38988, 0.54666, -3.60396], [-0.49245, -1.70549, 2.14620], [6.60925, -1.88274, -1.49514], [2.99497, 3.77690, 0.25433], [-1.94120, -3.17415, -1.63428], [2.14129, -4.84050, 0.10390], [0.06397, -2.01428, 3.36063], [-0.16975, -3.40350, 3.81511], [-2.51923, 5.76818, -2.19381], [0.51991, 4.64706, 0.83510], [-3.28459, 3.04407, -1.48874], [1.52946, 5.49000, 1.11255], [-2.85343, 3.13658, 1.87351], [2.83264, 2.27017, 3.24085], [2.06558, -0.43270, -2.54966], [5.02702, 0.57620, -1.06193], [4.05252, 1.87960, 2.78884], [-2.02078, 3.62723, -1.04602], [-1.63584, 4.92838, -1.37071], [-3.11989, -5.20190, -2.29189], [-2.85824, 1.84546, 3.88820], [-6.06325, -0.95018, 0.98080], [2.17927, -3.45134, -0.26623], [-1.06086, -3.37642, -2.71865], [6.30217, 0.48140, -1.64429], [-1.39095, 1.27259, 2.16715], [-3.63536, 5.17788, -2.74643], [-0.92412, -3.94452, 1.54559], [2.75334, -2.56942, 0.54984], [2.82899, -4.29286, 2.34787], [7.08832, -0.63371, -1.98273], [-2.23734, -5.27822, -3.39137], [1.62639, 1.63449, 3.04829], [-3.94796, -1.71530, 1.64304], [1.65963, 0.54798, 2.16651], [-0.26352, 2.87925, -3.95168], [2.77718, 5.03767, 0.74665], [-1.86247, 0.92960, 3.40482], [-5.34336, -1.45564, 2.00044], [2.60085, -5.21634, 1.34712], [5.29992, -1.86570, -0.77857], [-1.06377, -2.66310, 1.23635], [2.37669, 3.02225, -2.76274], [2.95027, -3.00767, 1.98864], [1.86951, 2.96249, -0.06188], [-4.38597, -1.07093, -0.59088], [-3.38893, 2.84328, 3.23059], [-1.22758, 2.25242, -4.09633], [5.16130, 0.60827, 1.32906], [2.99856, -0.00122, -2.79710], [-1.44487, 0.08827, 3.85578], [-0.82242, 5.63025, -0.84285], [4.88294, 2.47026, 3.22498], [-0.01541, -3.06534, -2.91837], [5.08421, -2.90436, -0.58140], [-3.14078, 4.01061, 1.33344], [-0.32603, -4.89483, -4.09387], [-3.62593, -6.03714, -1.73824], [4.11549, 3.47514, -0.00397], [1.42055, 6.27191, 1.75615], [-2.24514, 6.73363, -2.11653], [-5.56661, -1.41376, 3.14727], [6.74349, -2.71290, -2.13971], [3.48278, 5.87684, 0.96322], [-4.77965, 3.55474, -2.64264], [3.11963, -4.44785, 3.28992], [0.07519, 3.31111, -4.99642], [0.77893, 2.07575, 3.59023], [-0.99783, -5.27642, 3.18518], [8.15146, -0.54791, -2.48904], [-3.67788, 2.17997, -1.13865], [2.13719, 0.78951, -4.51124], [-6.34441, -0.25684, -1.12195], [2.18513, -2.90013, -1.55253], [3.13996, 2.59817, -2.16183], [-8.37229, -4.19625, 2.75805], [-9.09800, -3.92255, 2.58673], [-0.22892, -3.85000, 4.94109], [-2.04904, -6.33015, -3.76540], [-4.22422, 5.69398, -3.30253], [2.89285, 2.87252, 4.17291], [2.21402, 1.72109, -0.37991], [3.20011, -6.28699, 1.52460], [6.43069, 1.47881, -2.33675], [-4.08828, -0.79521, -1.65935], [-3.28910, 1.60994, 4.82201], [-3.14193, -2.11263, 2.45165], [0.59697, -1.35659, 4.29862], [-4.08157, 3.45285, 3.65924], [0.70465, -0.10655, -4.19849], [-3.63413, -4.26695, -0.63368], [2.18120, 4.02444, -3.05507], [-0.43979, 4.93925, 1.06579], [2.93061, -2.22906, 2.77853], [-7.18666, -0.53108, 1.16278], [-0.61638, 3.84954, -3.23737], [-1.29768, -4.47389, 0.84201], [1.88349, -5.56637, -0.49856]], "forces_ev_per_a": [[-0.71, -0.89, -0.82], [0.43, -0.12, 0.22], [1.29, -1.53, -1.29], [-1.49, -0.89, -0.17], [-1.78, -1.60, -0.25], [0.00, -1.52, -0.71], [-1.78, 2.16, -1.34], [0.23, 0.69, 0.92], [0.81, 1.01, 2.46], [1.06, -0.86, -2.63], [2.66, 2.16, 3.30], [2.12, 3.12, -1.92], [5.61, 2.58, 1.10], [-0.03, 0.35, 1.78], [-1.72, -0.52, 3.50], [-1.58, -0.44, -0.75], [5.13, 0.71, -1.15], [1.94, -0.66, -1.32], [-0.25, 1.10, 2.34], [0.85, -5.35, -3.23], [0.76, -1.26, -2.50], [0.99, 1.95, -0.61], [-2.50, 2.90, 0.27], [2.16, -0.39, -1.42], [-0.68, 0.35, 0.67], [1.69, 3.90, 3.32], [0.18, -2.20, 4.16], [-1.93, -0.78, 1.20], [0.73, -4.97, 1.70], [-0.87, -0.07, 0.41], [3.33, 5.19, 0.14], [0.55, -2.52, -1.09], [1.08, -0.89, 1.23], [-1.30, 0.69, 3.76], [-0.03, 0.88, -2.06], [-0.34, -0.97, -0.43], [1.11, -0.30, -0.10], [1.36, -1.54, 0.13], [-1.14, 2.62, 0.37], [0.75, 0.32, -0.06], [1.53, -4.24, 2.03], [-6.12, 1.79, -1.32], [0.29, -0.87, -3.89], [1.49, 2.47, 2.37], [0.17, 3.48, -3.11], [1.76, -1.84, -0.92], [4.14, -2.70, 4.87], [0.24, 1.75, 5.54], [-0.60, 1.09, 4.41], [0.23, 1.14, -2.95], [0.75, -0.77, 0.95], [-1.25, -3.58, 1.43], [1.29, 0.42, 0.09], [0.59, -2.61, 0.35], [-4.44, 0.47, -0.09], [-1.99, 3.37, -0.41], [1.30, 2.02, 0.80], [-1.80, 3.80, -1.52], [4.05, 0.14, 2.06], [2.14, -3.55, -0.09], [3.07, -0.93, -2.70], [1.74, 3.13, 0.24], [-1.17, -0.23, -0.81], [-1.32, 3.84, -2.27], [4.86, -4.05, 0.31], [-0.68, -0.18, -5.33], [2.39, 1.40, -5.79], [1.85, 0.79, 0.52], [-3.26, 0.11, 1.70], [2.14, -0.57, 1.12], [0.11, -1.13, 1.26], [-1.41, -2.54, -1.36], [-0.06, -0.82, -0.85], [-1.02, 1.58, 1.39], [-1.19, 0.13, 0.42], [-0.60, 0.47, -0.26], [-1.62, 2.03, 0.41], [0.12, 0.44, -1.62], [-2.74, 0.21, 0.50], [-0.43, 2.53, 1.11], [0.50, 3.40, -0.84], [-0.06, -0.09, -2.53], [1.00, -1.43, 0.34], [0.59, -1.52, -0.39], [-7.27, -3.07, -3.24], [0.68, -1.50, 3.62], [-0.33, -0.92, 2.07], [0.03, -0.78, -0.53], [-0.39, -2.34, 0.91], [-2.50, -0.12, 0.59], [-0.67, -2.71, 0.80], [-0.89, -0.55, 2.23], [0.70, -0.85, 0.93], [-0.99, -1.65, 2.04], [1.11, 0.15, 0.16], [-1.49, 0.58, -0.36], [1.50, -0.57, 0.36], [0.88, 1.73, -2.52], [-0.58, 1.35, -0.23], [-3.93, 3.06, -3.66], [-0.32, 0.61, -1.01], [-1.60, 4.13, 0.73], [-2.55, 2.21, -0.48], [0.91, -2.01, 1.96], [0.43, -0.64, 1.61], [-0.39, -0.13, 1.34], [-2.18, 1.09, -1.89], [-1.50, -1.20, -3.47], [-1.99, 1.60, 0.92], [-0.67, 1.23, 0.96], [-0.57, 1.23, 1.46], [0.73, 1.04, 0.21], [-2.16, 0.58, 0.83], [0.71, -0.40, -0.59], [2.55, -1.19, 0.07], [0.77, -2.38, -2.32], [-2.08, -4.94, -4.23], [-1.22, -3.39, -3.57]]}